ORCA calculation (the ωB97M-V functional and the def2-TZVPD basis) on a molecular structure, C44H38CeN2O7PSSi.

## Properties
net charge = -1
relative energy (zero: lowest compared OMol25 entry of this formula, charge and spin) = 0.000 eV
E_HOMO (spin up / spin down) = -4.89 / -4.89 eV

Geometry as XYZ:
```
95
Properties=species:S:1:pos:R:3:lowdin_charge:R:1
Ce -1.886 0.709 -0.971 1.25
O -2.489 0.840 -3.381 -0.15
C -1.942 0.058 -4.255 -0.38
C -1.329 0.597 -5.417 -0.02
C -0.760 -0.190 -6.389 -0.10
C -0.783 -1.584 -6.288 -0.12
C -1.373 -2.148 -5.178 -0.07
C -1.935 -1.375 -4.157 -0.15
C -2.491 -2.050 -3.012 -0.05
N -2.790 -1.409 -1.946 -0.08
N -3.298 -2.085 -0.857 0.10
C -3.824 -1.222 -0.011 -0.49
O -4.051 0.016 -0.265 -0.11
C -4.100 -1.766 1.350 -0.15
C -4.434 -3.099 1.564 -0.04
C -4.569 -3.582 2.857 -0.10
C -4.355 -2.745 3.944 -0.10
C -4.034 -1.410 3.731 -0.08
C -3.920 -0.917 2.442 -0.01
H -1.297 1.677 -5.494 0.11
H -0.286 0.276 -7.245 0.09
H -0.339 -2.206 -7.054 0.09
H -1.381 -3.228 -5.067 0.10
H -2.662 -3.125 -3.076 0.13
H -4.564 -3.749 0.709 0.11
H -4.839 -4.619 3.018 0.10
H -4.432 -3.135 4.951 0.09
H -3.870 -0.752 4.576 0.10
H -3.661 0.115 2.253 0.11
O -3.722 3.997 0.132 -0.25
S -2.509 3.235 0.230 0.50
O -2.603 2.010 1.031 -0.37
O -1.880 2.942 -1.079 -0.40
C -1.329 4.257 1.096 -0.25
C -1.671 5.564 1.409 -0.05
C -0.778 6.345 2.122 -0.08
C 0.437 5.801 2.524 -0.07
C 0.758 4.491 2.211 -0.07
C -0.120 3.693 1.482 -0.29
P 0.268 1.912 0.980 1.15
C 0.718 1.390 2.688 -0.30
C -0.249 1.655 3.663 -0.08
C -0.115 1.176 4.955 -0.08
C 0.996 0.422 5.305 -0.09
C 1.956 0.140 4.344 -0.08
C 1.814 0.606 3.047 -0.09
C 1.809 2.428 0.100 -0.31
C 3.110 2.353 0.581 -0.09
C 4.181 2.763 -0.203 -0.09
C 3.968 3.265 -1.476 -0.10
C 2.671 3.372 -1.956 -0.07
C 1.605 2.956 -1.178 -0.09
H -2.637 5.935 1.093 0.11
H -1.029 7.367 2.371 0.10
H 1.137 6.408 3.086 0.10
H 1.704 4.075 2.539 0.11
H -1.132 2.221 3.385 0.11
H -0.885 1.375 5.690 0.10
H 1.103 0.039 6.312 0.10
H 2.809 -0.475 4.605 0.10
H 2.533 0.317 2.295 0.09
H 3.303 1.973 1.575 0.08
H 5.190 2.680 0.185 0.10
H 4.807 3.574 -2.087 0.10
H 2.488 3.757 -2.952 0.10
H 0.603 3.049 -1.566 0.09
C 4.191 -0.807 -1.866 -0.18
Si 2.742 -1.298 -2.991 0.45
C 3.356 -1.059 -4.772 -0.19
C 2.465 -3.163 -2.788 -0.18
C 1.252 -0.359 -2.559 -0.16
C 0.254 0.191 -2.117 -0.13
H 4.986 -1.556 -1.870 0.02
H 3.832 -0.684 -0.840 0.01
H 4.618 0.149 -2.177 0.02
H 4.241 -1.672 -4.956 0.02
H 3.621 -0.016 -4.963 0.02
H 2.586 -1.345 -5.493 0.01
H 3.378 -3.738 -2.956 0.02
H 1.709 -3.508 -3.498 0.02
H 2.098 -3.387 -1.783 0.02
O 1.007 -0.374 0.587 -0.09
C 0.035 -1.078 0.902 -0.57
O -1.188 -0.746 0.766 -0.13
C 0.332 -2.428 1.496 -0.10
C -0.697 -3.198 2.026 0.01
C -0.414 -4.435 2.585 -0.08
C 0.891 -4.906 2.609 -0.10
C 1.917 -4.139 2.070 -0.09
C 1.639 -2.900 1.517 -0.02
H -1.707 -2.811 1.984 0.10
H -1.217 -5.034 2.999 0.10
H 1.111 -5.872 3.047 0.09
H 2.935 -4.511 2.083 0.10
H 2.413 -2.282 1.081 0.11
```



ORCA calculation (the ωB97M-V functional and the def2-TZVPD basis) on a molecular structure, C44H38N3O8SW.

## Properties
2S+1 = 3
net charge = +1
relative energy (zero: lowest compared OMol25 entry of this formula, charge and spin) = 0.332 eV
E_HOMO (spin up / spin down) = -10.09 / -11.12 eV

Geometry as XYZ:
```
95
Properties=species:S:1:pos:R:3:lowdin_charge:R:1
W 0.136 -0.134 -0.133 1.70
O 0.268 -0.355 1.799 -0.18
C -0.461 -1.010 2.614 -0.08
C -1.447 -1.947 2.200 -0.11
C -2.082 -2.739 3.180 0.07
C -2.967 -3.698 2.801 -0.12
C -3.292 -3.935 1.463 0.04
C -2.707 -3.162 0.491 0.03
C -1.796 -2.167 0.847 -0.30
O -1.272 -1.409 -0.099 -0.22
N -3.604 -4.535 3.849 -0.35
O -3.394 -4.240 5.005 0.09
O -4.233 -5.500 3.472 0.10
H -0.247 -0.860 3.667 0.15
H -1.859 -2.601 4.232 0.14
H -4.002 -4.712 1.215 0.13
H -2.950 -3.298 -0.555 0.13
C 4.636 2.808 -4.242 0.03
C 3.667 2.613 -3.110 -0.57
C 3.447 3.867 -2.291 0.03
O 4.135 1.568 -2.246 -0.01
C 3.146 0.552 -2.154 -0.14
C 1.892 1.292 -2.657 -0.17
O 2.440 2.131 -3.650 0.00
C 0.685 0.459 -3.175 -0.30
O 0.047 -0.001 -1.980 -0.29
C 1.088 -0.761 -3.997 -0.13
C 2.082 -0.667 -4.971 -0.04
C 2.430 -1.773 -5.734 -0.06
C 1.795 -2.991 -5.532 -0.08
C 0.813 -3.094 -4.556 -0.07
C 0.461 -1.986 -3.795 -0.02
C -0.297 1.365 -3.919 -0.11
C -1.460 1.805 -3.295 -0.02
C -2.331 2.678 -3.937 -0.07
C -2.047 3.126 -5.218 -0.08
C -0.891 2.684 -5.851 -0.06
C -0.025 1.811 -5.210 -0.01
C 3.042 -0.102 -0.735 -0.29
O 1.886 0.462 -0.110 -0.30
C 2.816 -1.618 -0.951 -0.11
C 3.724 -2.352 -1.708 0.00
C 3.517 -3.697 -1.960 -0.03
C 2.386 -4.346 -1.473 -0.06
C 1.493 -3.646 -0.692 -0.05
C 1.727 -2.304 -0.428 -0.08
C 4.245 0.078 0.179 -0.13
C 4.045 0.140 1.554 -0.02
C 5.129 0.213 2.420 -0.07
C 6.425 0.213 1.921 -0.08
C 6.627 0.148 0.550 -0.06
C 5.545 0.085 -0.317 -0.02
H 5.593 3.163 -3.858 0.10
H 4.240 3.541 -4.946 0.10
H 4.790 1.860 -4.761 0.09
H 4.378 4.144 -1.794 0.10
H 2.689 3.699 -1.523 0.08
H 3.125 4.685 -2.937 0.10
H 3.375 -0.241 -2.855 0.13
H 1.488 1.900 -1.855 0.13
H 2.595 0.273 -5.130 0.11
H 3.202 -1.681 -6.490 0.11
H 2.063 -3.853 -6.133 0.11
H 0.313 -4.041 -4.387 0.11
H -0.311 -2.075 -3.045 0.11
H -1.704 1.448 -2.309 0.08
H -3.235 3.006 -3.435 0.10
H -2.721 3.807 -5.723 0.11
H -0.662 3.020 -6.855 0.11
H 0.867 1.483 -5.726 0.11
H 4.610 -1.867 -2.104 0.13
H 4.247 -4.248 -2.541 0.12
H 2.215 -5.393 -1.691 0.11
H 0.624 -4.139 -0.270 0.12
H 1.116 -1.875 0.357 0.06
H 3.040 0.139 1.954 0.10
H 4.960 0.270 3.489 0.11
H 7.272 0.264 2.595 0.11
H 7.633 0.157 0.149 0.11
H 5.724 0.061 -1.382 0.11
N -4.641 4.997 0.228 0.09
C -3.318 5.131 0.061 -0.83
S -2.606 6.530 -0.366 0.76
C -2.515 3.856 0.215 -0.20
C -1.143 3.906 0.318 0.00
C -0.412 2.739 0.332 -0.06
N -0.985 1.538 0.236 -0.11
C -2.312 1.474 0.234 -0.08
C -3.103 2.608 0.220 0.02
H -5.193 5.839 0.163 0.11
H -5.048 4.220 0.721 0.10
H -0.645 4.865 0.371 0.10
H 0.665 2.740 0.404 0.13
H -2.740 0.487 0.216 0.12
H -4.176 2.475 0.185 0.12
```



ORCA calculation (the ωB97M-V functional and the def2-TZVPD basis) on a molecular structure, C44H39F6N3S.

## Properties
E_HOMO = -9.01 eV

Geometry as XYZ:
```
93
Properties=species:S:1:pos:R:3:lowdin_charge:R:1
N -0.922 0.700 -2.544 0.00
C -0.421 -0.677 -2.318 -0.26
C 0.991 -0.826 -2.910 -0.14
C 2.037 -0.897 -1.826 -0.22
C 1.952 -1.931 -0.850 -0.03
C 2.824 -2.074 0.190 0.02
C 3.904 -1.142 0.268 -0.33
N 4.897 -1.075 1.171 -0.23
S 5.836 0.144 0.725 1.00
N 5.071 0.669 -0.579 -0.24
C 4.009 -0.131 -0.724 -0.37
C 3.057 0.005 -1.773 0.01
H -0.354 1.303 -1.956 0.04
H -1.842 0.774 -2.123 0.06
H -1.118 -1.407 -2.720 0.08
H -0.403 -0.842 -1.237 0.10
H 1.060 -1.717 -3.534 0.11
H 1.152 0.035 -3.555 0.11
H 1.116 -2.609 -0.955 0.12
H 2.647 -2.884 0.877 0.09
H 3.154 0.782 -2.514 0.12
F -0.339 3.384 -0.644 0.04
C 0.726 3.626 0.153 -0.28
C 0.553 4.397 1.284 -0.02
C 1.649 4.638 2.100 -0.08
C 2.893 4.117 1.771 -0.09
C 3.044 3.347 0.624 -0.07
C 1.951 3.094 -0.191 -0.01
H -0.425 4.798 1.519 0.11
H 1.531 5.234 2.995 0.11
H 3.746 4.310 2.408 0.10
H 4.012 2.943 0.362 0.08
H 2.045 2.491 -1.084 0.10
F 5.165 -6.225 6.394 0.05
C 5.184 -5.149 5.580 -0.29
C 4.779 -5.292 4.269 -0.01
C 4.801 -4.178 3.441 -0.08
C 5.219 -2.953 3.925 -0.09
C 5.627 -2.829 5.247 -0.08
C 5.608 -3.934 6.086 -0.02
H 4.454 -6.260 3.908 0.12
H 4.484 -4.255 2.415 0.07
H 5.211 -2.109 3.249 0.06
H 5.958 -1.872 5.627 0.10
H 5.913 -3.861 7.122 0.12
F 2.585 -4.888 1.526 0.02
C 2.735 -5.893 0.631 -0.28
C 3.994 -6.412 0.409 -0.01
C 4.138 -7.444 -0.508 -0.08
C 3.031 -7.932 -1.189 -0.09
C 1.775 -7.391 -0.951 -0.08
C 1.620 -6.366 -0.030 -0.02
H 4.846 -6.013 0.944 0.11
H 5.116 -7.866 -0.690 0.11
H 3.148 -8.734 -1.905 0.10
H 0.912 -7.768 -1.484 0.11
H 0.649 -5.935 0.176 0.12
F -4.545 8.008 0.979 0.04
C -4.393 6.978 0.118 -0.31
C -3.126 6.482 -0.113 -0.02
C -2.971 5.425 -0.999 -0.08
C -4.078 4.890 -1.645 -0.09
C -5.343 5.408 -1.401 -0.08
C -5.507 6.457 -0.508 -0.02
H -2.277 6.919 0.397 0.12
H -1.987 5.019 -1.185 0.09
H -3.952 4.069 -2.338 0.10
H -6.205 4.994 -1.905 0.11
H -6.485 6.868 -0.295 0.12
F -1.653 -3.143 -3.626 0.03
C -2.149 -2.915 -4.864 -0.28
C -1.381 -2.219 -5.774 -0.01
C -1.892 -1.989 -7.043 -0.08
C -3.159 -2.449 -7.378 -0.09
C -3.915 -3.143 -6.444 -0.08
C -3.408 -3.384 -5.176 -0.02
H -0.400 -1.862 -5.491 0.11
H -1.301 -1.451 -7.770 0.11
H -3.556 -2.265 -8.367 0.10
H -4.904 -3.498 -6.702 0.10
H -3.978 -3.929 -4.435 0.12
F -6.440 2.560 2.621 0.06
C -6.320 3.771 3.202 -0.28
C -7.040 4.037 4.349 -0.02
C -6.912 5.283 4.946 -0.09
C -6.077 6.242 4.387 -0.09
C -5.365 5.954 3.230 -0.07
C -5.481 4.707 2.632 -0.01
H -7.690 3.278 4.764 0.12
H -7.464 5.505 5.849 0.10
H -5.983 7.214 4.853 0.10
H -4.720 6.700 2.796 0.09
H -4.929 4.460 1.734 0.11
```



no.,largest force on an atom (eV Å⁻¹)
1,3.97
2,2.62
3,0.88